No. 1
ORCA calculation (ωB97M-V/def2-TZVPD) on a 6-piece molecular cluster, C17H49N3O8 overall at a distorted geometry.

Results
Orbital gap ... 9.8 eV
ΔE to the lowest compared entry with this formula, charge and spin ... 31.02 kcal/mol
SMILES string ... COC[C@H](C)N.COC[C@H](C)N.COC[C@H](C)N.OCCO.OCCO.CO
Molar mass ... 423.6 g mol⁻¹
Charge ... 0
Largest force on an atom ... 2.13 eV/A

Each line ends with the Löwdin charge.
Atoms and positions in Å:
C1 3.582 -0.950 3.919  -0.2428
C2 3.125 -0.186 2.724  -0.2478
O1 4.114 0.817 2.487  -0.0628
O2 3.593 -0.101 5.067  -0.0631
H1 4.600 -1.323 3.754  0.1203
H2 2.939 -1.809 4.118  0.1208
H3 2.152 0.275 2.928  0.0936
H4 2.964 -0.811 1.837  0.1223
H5 3.889 1.315 1.697  0.0908
H6 3.812 0.771 4.719  0.0647
C3 -1.231 0.656 0.539  -0.2011
C4 -1.717 1.937 1.167  -0.2193
O3 -1.932 1.569 2.541  -0.0883
O4 0.046 0.349 1.177  -0.0958
H7 -1.011 0.733 -0.523  0.0920
H8 -1.903 -0.184 0.718  0.1197
H9 -2.653 2.210 0.661  0.1251
H10 -1.043 2.794 1.179  0.1225
H11 -2.363 2.291 3.007  0.0928
H12 -0.065 0.750 2.046  0.0258
C5 -1.214 3.094 -2.591  -0.1612
O5 -1.473 4.302 -1.876  -0.1284
H13 -0.431 3.222 -3.347  0.0791
H14 -0.822 2.378 -1.874  0.0508
H15 -2.119 2.707 -3.054  0.0606
H16 -2.025 4.853 -2.436  0.0689
C6 -0.220 -3.268 0.311  -0.0570
C7 0.376 -3.981 -0.897  -0.4253
C8 1.675 -4.690 -0.525  -0.2259
O6 2.522 -4.956 -1.613  -0.1730
C9 2.191 -6.112 -2.354  -0.1161
N1 -0.572 -4.906 -1.563  0.0353
H17 0.030 -3.777 1.253  0.0822
H18 -1.310 -3.344 0.303  0.0684
H19 0.125 -2.240 0.407  0.0627
H20 0.680 -3.263 -1.666  0.1304
H21 1.437 -5.632 0.002  0.1276
H22 2.201 -4.038 0.175  0.1241
H23 1.371 -5.939 -3.055  0.0792
H24 1.938 -6.941 -1.680  0.0859
H25 3.076 -6.402 -2.919  0.0856
H26 -1.509 -4.707 -1.223  0.0556
H27 -0.387 -5.845 -1.216  0.0605
C10 2.375 3.889 4.135  -0.0432
C11 0.863 3.861 4.257  -0.4460
C12 0.368 3.226 5.536  -0.1949
O7 0.934 1.942 5.745  -0.1610
C13 0.273 0.952 5.032  -0.1310
N2 0.291 5.230 4.137  0.0400
H28 2.697 4.273 3.166  0.0782
H29 2.741 2.861 4.187  0.0593
H30 2.817 4.488 4.931  0.0872
H31 0.473 3.270 3.412  0.1159
H32 -0.716 3.080 5.436  0.1199
H33 0.637 3.854 6.385  0.1367
H34 -0.765 0.764 5.357  0.0983
H35 0.811 0.009 5.125  0.0889
H36 0.168 1.131 3.957  0.0469
H37 0.210 5.465 3.156  0.0653
H38 -0.642 5.239 4.534  0.0578
C14 -1.116 -1.267 -4.900  -0.0406
C15 -2.172 -0.177 -4.752  -0.4540
C16 -3.419 -0.432 -5.560  -0.2248
O8 -3.204 -0.625 -6.940  -0.1787
C17 -2.547 0.440 -7.601  -0.1073
N3 -2.541 0.066 -3.343  0.0477
H39 -0.362 -1.113 -4.126  0.0751
H40 -0.676 -1.244 -5.892  0.0750
H41 -1.590 -2.234 -4.711  0.0886
H42 -1.726 0.766 -5.102  0.1166
H43 -4.121 0.407 -5.413  0.1296
H44 -3.905 -1.349 -5.216  0.1331
H45 -1.520 0.573 -7.245  0.0761
H46 -3.059 1.398 -7.440  0.0932
H47 -2.542 0.194 -8.657  0.0893
H48 -3.525 -0.104 -3.196  0.0664
H49 -1.946 -0.453 -2.716  0.0570

No. 2
ORCA calculation (ωB97M-V/def2-TZVPD) on C7H5F6N3O2PS as an isolated structure at a distorted geometry.

Results
Orbital gap ... 7.4 eV
Molar mass ... 340.2 g mol⁻¹
Charge ... -1
Largest force on an atom ... 6.39 eV/A

Each line ends with the natural charge from an NBO analysis.
Atoms and positions in Å:
O1 -6.064 1.092 -1.991  -0.2626
N1 -5.182 0.277 -1.991  0.3846
O2 -4.193 0.631 -2.866  -0.4176
C1 -3.278 1.535 -2.167  -0.1435
C2 -1.948 0.741 -1.668  -0.0491
C3 -1.899 -0.833 -1.494  -0.2452
C4 -0.585 -1.481 -0.982  -0.1894
C5 0.653 -0.572 -0.644  0.0766
N2 1.964 -0.939 -0.130  -0.5006
S1 2.828 0.551 -0.023  0.8956
N3 1.744 1.800 -0.549  -0.5742
C6 0.583 0.991 -0.855  0.0947
C7 -0.723 1.682 -1.367  -0.2283
H1 -3.004 2.376 -2.914  0.2226
H2 -3.729 1.998 -1.210  0.2133
H3 -2.806 -1.491 -1.726  0.2414
H4 -0.568 -2.611 -0.824  0.2425
H5 -0.813 2.812 -1.496  0.2327
F1 3.228 -0.030 4.428  -0.6047
P1 3.861 -1.223 3.557  2.6382
F2 4.877 -1.446 4.781  -0.6040
F3 2.275 -1.475 3.494  -0.6045
F4 4.911 -0.135 3.010  -0.6064
F5 3.854 -1.433 1.962  -0.6089
F6 4.016 -2.819 3.663  -0.6033

No. 3
ORCA calculation (ωB97M-V/def2-TZVPD) on C30H25Cl2N10O3SSc as an isolated structure.

Results
Orbital gap ... 6.4 eV
ΔE to the lowest compared entry with this formula, charge and spin ... 1.53 kcal/mol
Molar mass ... 721.5 g mol⁻¹
Charge ... +2
Largest force on an atom ... 0.36 eV/A

Each line ends with the Löwdin charge.
Atoms and positions in Å:
Sc1 0.718 1.604 0.658  0.9349
Cl1 4.480 6.021 5.273  0.7539
C1 3.765 4.804 4.293  -0.6480
C2 4.176 3.474 4.451  -0.0644
C3 3.621 2.473 3.684  -0.5514
Cl2 4.132 0.832 3.888  0.7777
C4 2.628 2.752 2.734  -0.3205
O1 2.086 1.790 2.018  -0.2229
C5 2.232 4.103 2.578  -0.1117
C6 1.258 4.469 1.602  -0.0813
O2 0.671 3.685 0.822  -0.0742
C7 2.807 5.120 3.365  -0.0212
H1 4.932 3.234 5.186  0.1255
H2 1.004 5.530 1.517  0.1582
H3 2.493 6.148 3.236  0.1316
C8 -2.748 1.510 -3.983  -0.0398
N1 -2.151 1.819 -2.671  -0.0847
C9 -1.092 1.293 -2.080  -0.1191
N2 -0.906 1.882 -0.893  -0.0305
C10 -1.924 2.800 -0.841  -0.1763
N3 -2.693 2.781 -1.893  0.1538
C11 -2.397 0.119 -4.439  -0.2195
C12 -1.857 -0.110 -5.696  -0.0156
C13 -1.575 -1.409 -6.109  -0.0356
C14 -1.791 -2.478 -5.258  0.0083
C15 -2.314 -2.247 -3.987  -0.1247
C16 -2.640 -0.957 -3.595  0.0091
C17 -2.481 -3.344 -3.037  -0.2916
N4 -2.397 -4.612 -3.212  0.1436
N5 -2.574 -5.194 -1.958  0.1435
C18 -2.746 -4.227 -1.131  -0.2862
O3 -2.702 -3.010 -1.737  0.1065
C19 -2.921 -4.249 0.319  -0.1260
C20 -2.918 -5.448 1.026  0.0089
C21 -3.041 -5.427 2.404  -0.0336
C22 -3.152 -4.220 3.085  -0.0120
C23 -3.162 -3.024 2.381  -0.2008
C24 -3.278 -1.697 3.090  -0.0430
N6 -2.086 -0.869 2.855  -0.0824
C25 -1.844 -0.016 1.877  -0.1011
N7 -0.586 0.430 1.978  -0.0191
C26 -0.111 -0.228 3.088  -0.1529
N8 -0.991 -1.020 3.630  0.1691
C27 -3.058 -3.045 0.999  0.0192
H4 -2.405 2.263 -4.692  0.1377
H5 -3.821 1.635 -3.843  0.1426
H6 -0.495 0.504 -2.508  0.1276
H7 -2.080 3.478 -0.019  0.1268
H8 -1.668 0.722 -6.364  0.1213
H9 -1.171 -1.581 -7.097  0.1184
H10 -1.553 -3.490 -5.557  0.1274
H11 -3.083 -0.795 -2.619  0.1275
H12 -2.818 -6.381 0.487  0.1275
H13 -3.042 -6.356 2.957  0.1192
H14 -3.231 -4.213 4.165  0.1225
H15 -3.355 -1.822 4.167  0.1358
H16 -4.136 -1.123 2.740  0.1412
H17 -2.564 0.273 1.129  0.1458
H18 0.887 -0.097 3.473  0.1183
H19 -3.083 -2.123 0.432  0.1110
S1 2.099 0.310 -1.083  0.6866
C28 3.785 0.517 -0.748  -0.7551
N9 4.716 0.552 -1.688  0.0526
C29 6.064 0.727 -1.135  -0.0852
C30 5.804 0.644 0.381  -0.0930
N10 4.337 0.650 0.450  0.0434
H20 4.506 0.492 -2.670  0.1564
H21 6.470 1.692 -1.433  0.1290
H22 6.728 -0.059 -1.487  0.1305
H23 6.217 1.496 0.917  0.1250
H24 6.197 -0.272 0.821  0.1310
H25 3.825 0.514 1.309  0.0748

No. 4
ORCA calculation (ωB97M-V/def2-TZVPD) on a 12-piece molecular cluster, C25H77N3O12 overall at a distorted geometry.

Results
Orbital gap (alpha / beta) ... 1.6 / 9.6 eV
Molar mass ... 611.9 g mol⁻¹
Charge ... -1
Largest force on an atom ... 2.24 eV/A
2S+1 ... 2

Each line ends with the Löwdin charge.
Atoms and positions in Å:
C1 4.746 -0.911 0.918  -0.1482
O1 4.970 0.369 1.552  -0.1217
H1 5.597 -1.118 0.269  0.0718
H2 4.771 -1.770 1.589  0.0597
H3 3.788 -0.981 0.403  0.0583
H4 5.252 0.947 0.839  0.0614
C2 2.361 -2.534 3.264  -0.1633
O2 1.893 -2.796 1.958  -0.1554
H5 3.445 -2.565 3.373  0.0572
H6 2.017 -1.536 3.537  0.0735
H7 2.060 -3.340 3.933  0.0701
H8 2.269 -3.621 1.641  -0.0081
C3 2.738 3.649 -0.167  -0.1533
O3 4.041 4.110 -0.501  -0.1371
H9 2.564 2.639 -0.539  0.0640
H10 2.650 3.703 0.918  0.0757
H11 1.989 4.319 -0.589  0.0776
H12 4.013 5.066 -0.589  0.0661
C4 0.625 1.981 3.834  -0.1574
O4 -0.526 1.812 4.664  -0.1391
H13 1.230 1.075 3.884  0.0685
H14 0.388 2.100 2.776  0.0480
H15 1.201 2.828 4.207  0.0767
H16 -0.850 0.957 4.372  0.0089
C5 -0.573 2.018 -2.656  -0.1978
O5 -0.936 3.179 -3.374  -0.1149
H17 -1.369 1.672 -1.997  0.0583
H18 -0.276 1.146 -3.239  0.0647
H19 0.352 2.192 -2.107  0.0508
H20 -0.258 3.287 -4.045  0.0636
C6 -2.177 -2.642 -1.492  -0.1843
C7 -3.083 -1.573 -2.038  -0.3654
O6 -4.133 -1.476 -1.030  -0.2967
H21 -1.780 -2.469 -0.492  0.0584
H22 -1.269 -2.750 -2.085  0.0545
H23 -2.714 -3.576 -1.329  0.0518
H24 -3.412 -1.790 -3.054  0.0795
H25 -2.502 -0.676 -2.250  0.0851
H26 -4.872 -2.032 -1.287  0.0158
C8 -4.084 1.782 0.124  -0.0861
C9 -3.778 1.111 1.428  -0.3179
O7 -2.884 0.033 1.233  -0.1116
H27 -4.667 1.099 -0.493  0.0657
H28 -3.208 1.953 -0.502  0.0659
H29 -4.555 2.756 0.252  0.0700
H30 -4.714 0.793 1.888  0.1113
H31 -3.332 1.763 2.178  0.0949
H32 -3.280 -0.419 0.484  0.0523
C10 -4.040 -1.237 4.585  -0.1071
C11 -3.154 -0.076 4.714  -0.2950
O8 -1.978 -0.381 3.909  -0.1087
H33 -4.892 -1.164 5.262  0.0763
H34 -3.508 -2.123 4.931  0.0816
H35 -4.326 -1.269 3.534  0.0740
H36 -2.878 0.147 5.745  0.1195
H37 -3.614 0.815 4.288  0.1022
H38 -2.162 -0.367 2.966  0.0462
C12 0.885 -0.506 -0.772  -0.0795
C13 0.607 -0.061 0.642  -0.2704
O9 -0.265 1.104 0.530  -0.1143
H39 0.003 -0.971 -1.211  0.0618
H40 1.619 -1.306 -0.680  0.0522
H41 1.454 0.256 -1.305  0.0451
H42 1.527 0.124 1.196  0.1022
H43 0.042 -0.857 1.127  0.1063
H44 -1.149 0.745 0.634  0.0273
C14 4.426 2.413 -6.947  -0.0704
C15 4.130 0.894 -6.871  -0.3985
C16 3.349 0.519 -5.585  -0.2128
O10 4.153 0.637 -4.434  -0.1993
C17 3.423 0.412 -3.243  -0.1211
N1 3.337 0.583 -8.085  0.0192
H45 4.666 2.797 -5.955  0.0706
H46 3.530 2.949 -7.258  0.0746
H47 5.259 2.606 -7.623  0.0694
H48 5.090 0.377 -6.891  0.1273
H49 3.087 -0.535 -5.503  0.1148
H50 2.439 1.086 -5.388  0.1172
H51 2.487 0.970 -3.213  0.0643
H52 3.967 0.664 -2.332  0.0825
H53 3.194 -0.646 -3.119  0.0821
H54 3.351 -0.407 -8.287  0.0608
H55 3.749 1.026 -8.893  0.0581
C18 1.573 -4.751 -0.962  -0.0498
C19 1.790 -5.772 0.193  -0.3911
C20 2.104 -7.151 -0.308  -0.2558
O11 1.174 -7.740 -1.198  -0.1955
C21 1.641 -8.988 -1.772  -0.1004
N2 2.887 -5.199 1.023  0.0347
H56 2.519 -4.529 -1.455  0.0721
H57 1.165 -3.790 -0.647  0.0578
H58 0.880 -5.204 -1.671  0.0708
H59 0.881 -5.878 0.786  0.1449
H60 2.147 -7.824 0.548  0.1188
H61 3.061 -7.139 -0.830  0.1189
H62 2.542 -8.835 -2.366  0.0807
H63 0.881 -9.516 -2.349  0.0819
H64 1.837 -9.695 -0.966  0.0749
H65 3.032 -5.868 1.766  0.0804
H66 3.778 -5.199 0.548  0.0841
C22 -5.770 6.189 4.031  -0.0730
C23 -5.145 5.319 2.953  -0.4560
C24 -3.628 5.107 3.104  -0.1713
O12 -3.228 4.348 1.932  -0.2251
C25 -1.806 4.043 1.882  -0.0653
N3 -5.836 4.032 3.020  0.0400
H67 -6.838 5.991 4.115  0.0698
H68 -5.575 7.215 3.719  0.0739
H69 -5.366 5.892 4.999  0.0775
H70 -5.335 5.724 1.959  0.1309
H71 -3.439 4.611 4.056  0.1294
H72 -3.131 6.077 3.130  0.1201
H73 -1.612 3.577 0.916  0.0847
H74 -1.463 3.444 2.725  0.0672
H75 -1.261 4.979 2.002  0.0813
H76 -5.266 3.425 2.448  0.0377
H77 -6.722 4.126 2.544  0.0708

No. 5
ORCA calculation (ωB97M-V/def2-TZVPD) on C10H32CoO7 as an isolated structure at a distorted geometry.

Results
Orbital gap (alpha / beta) ... 9.0 / 8.6 eV
ΔE to the lowest compared entry with this formula, charge and spin ... 29.41 kcal/mol
Molar mass ... 323.3 g mol⁻¹
Charge ... 0
Largest force on an atom ... 2.27 eV/A
2S+1 ... 4

Each line ends with the natural charge from an NBO analysis.
Atoms and positions in Å:
Co1 0.296 -0.728 0.162  1.5788
O1 -1.279 0.499 -0.060  -1.3168
H1 -2.035 1.117 -0.096  0.4648
O2 1.788 -1.941 0.693  -1.2555
H2 2.413 -1.997 -0.056  0.4245
C1 2.008 1.312 -2.780  -0.6418
C2 2.588 0.825 -1.422  -0.0670
O3 1.524 0.943 -0.475  -0.7508
H3 2.546 1.010 -3.679  0.2056
H4 1.971 2.401 -2.769  0.2109
H5 1.013 0.913 -2.977  0.2169
H6 3.435 1.404 -1.054  0.1752
H7 3.023 -0.174 -1.448  0.1798
H8 1.574 1.844 -0.145  0.5080
C3 0.421 1.200 4.024  -0.6331
C4 -0.465 0.428 3.107  -0.0545
O4 0.406 -0.182 2.217  -0.7609
H9 1.307 0.703 4.418  0.2003
H10 -0.220 1.553 4.832  0.2017
H11 0.802 2.072 3.493  0.2234
H12 -1.154 1.126 2.630  0.2035
H13 -1.089 -0.291 3.637  0.1474
H14 1.109 -0.683 2.637  0.5092
C5 -2.329 -4.096 -0.308  -0.6345
C6 -2.369 -2.712 0.312  -0.0709
O5 -1.056 -2.311 0.671  -0.7312
H15 -3.286 -4.419 -0.716  0.2102
H16 -2.084 -4.824 0.466  0.1979
H17 -1.601 -4.308 -1.090  0.2127
H18 -3.120 -2.645 1.099  0.1733
H19 -2.683 -2.009 -0.459  0.1948
H20 -0.928 -2.688 1.545  0.4861
C7 -1.123 5.113 1.392  -0.6197
C8 -1.516 3.626 1.250  -0.0574
O6 -0.383 2.865 0.958  -0.7829
H21 -2.035 5.693 1.252  0.2011
H22 -0.404 5.381 0.619  0.2134
H23 -0.789 5.311 2.411  0.2019
H24 -2.155 3.578 0.369  0.1468
H25 -2.056 3.314 2.144  0.1469
H26 -0.708 2.012 0.659  0.5072
C9 1.459 -2.216 -3.785  -0.6346
C10 0.842 -2.601 -2.443  -0.0645
O7 0.154 -1.520 -1.872  -0.7394
H27 0.669 -1.824 -4.426  0.1919
H28 1.916 -3.076 -4.274  0.2225
H29 2.170 -1.397 -3.671  0.2111
H30 1.626 -3.018 -1.812  0.1997
H31 0.150 -3.433 -2.572  0.1593
H32 -0.343 -1.150 -2.605  0.4885

The lowest largest force on an atom belongs to which entry?
C30H25Cl2N10O3SSc

Which formula does entry 2 have?
C7H5F6N3O2PS